No. 1
ORCA calculation (ωB97M-V/def2-TZVPD) on a cluster of 3 separate species, C2H7NO4 in total in a non-equilibrium geometry.

Geometry (Å):
O  -2.2076  -0.7514  -0.4789
C  -1.3127  -0.2910  0.1583
N  -0.0831  0.0257  -0.4574
C  0.1199  0.3852  -1.8570
O  -0.7753  0.6619  -2.6125
H  -1.2688  -0.0222  1.2607
H  0.5942  0.1261  0.2291
H  1.0740  0.2355  -2.1372
O  0.0473  -0.6451  2.6982
H  0.9721  -0.8435  2.3309
H  0.2777  -0.1387  3.5130
O  2.8441  0.5138  1.1370
H  3.3576  1.0148  1.7986
H  3.4641  0.6496  0.4478

Results
Maximum force in eV/A: 5.31
Structure (SMILES): O=CNC=O.O.O
Multiplicity: 1
Orbital gap in eV: 9.46
E_LUMO in eV: -0.072
Electronic energy in eV: -11866.813
Relative energy (zero: lowest compared OMol25 entry of this formula, charge and spin) in eV: 1.527

No. 2
ORCA calculation (ωB97M-V/def2-TZVPD) on a cluster of 8 separate species, C23H62O22S7 in total in a non-equilibrium geometry.

Geometry (Å):
C  0.4215  1.9114  1.7224
C  0.5673  0.4019  1.7220
O  0.7678  0.0226  0.3772
S  0.5539  -1.4836  -0.0503
C  -1.1935  -1.5949  -0.0819
O  1.0817  -1.6360  -1.3300
O  1.0020  -2.2862  1.0316
H  0.1090  2.3769  2.6579
H  -0.2576  2.1853  0.9151
H  1.3898  2.3701  1.5037
H  1.3949  0.1035  2.3678
H  -0.3638  -0.0110  2.1149
H  -1.4447  -2.5780  -0.4871
H  -1.6077  -0.8688  -0.7765
H  -1.6351  -1.4816  0.9027
C  0.8377  -4.3794  5.7398
C  -0.2634  -3.4270  5.3335
O  -1.5248  -3.8999  5.8560
S  -2.8026  -3.6523  4.9528
C  -2.9960  -1.8983  5.1272
O  -2.4845  -3.9148  3.5952
O  -3.8697  -4.2844  5.6119
H  0.8682  -4.4904  6.8205
H  1.7766  -4.0095  5.3325
H  0.6644  -5.3656  5.3041
H  -0.0155  -2.4588  5.7876
H  -0.2653  -3.3083  4.2526
H  -2.0607  -1.4112  4.8941
H  -3.2809  -1.7655  6.1660
H  -3.7424  -1.5739  4.4099
C  -3.7401  -6.4844  1.5407
C  -2.9728  -5.5299  0.6572
O  -3.0514  -6.1205  -0.6708
S  -1.7920  -6.0821  -1.6507
C  -0.8124  -7.3632  -0.8712
O  -2.2907  -6.5613  -2.8655
O  -1.1357  -4.8384  -1.5461
H  -4.7496  -6.6389  1.1591
H  -3.8385  -6.0422  2.5331
H  -3.2582  -7.4603  1.5741
H  -3.4504  -4.5525  0.6501
H  -1.9460  -5.4135  1.0018
H  0.2380  -7.0926  -0.9088
H  -0.9985  -8.2298  -1.4976
H  -1.1298  -7.5233  0.1479
C  1.9371  7.6703  -2.5485
C  1.5807  6.2831  -2.0664
O  0.7322  6.4517  -0.8879
S  0.4823  5.1803  0.0046
C  1.8323  5.3689  1.1531
O  -0.7281  5.4346  0.7010
O  0.7441  3.9805  -0.7398
H  2.0211  7.7181  -3.6414
H  2.8908  8.0120  -2.1548
H  1.1513  8.4099  -2.3751
H  0.9804  5.7487  -2.7977
H  2.4922  5.7526  -1.8140
H  2.7524  4.9737  0.7510
H  1.5040  4.6715  1.9296
H  1.8499  6.3991  1.4693
C  4.2062  2.3264  2.9362
C  4.2298  1.7473  1.5101
O  3.7493  2.7809  0.6319
S  4.2874  2.7279  -0.8759
C  3.2408  1.4279  -1.4397
O  3.8832  3.9330  -1.4828
O  5.6170  2.3051  -0.8389
H  4.7777  3.2495  2.9599
H  4.5933  1.6053  3.6659
H  3.2000  2.5422  3.3167
H  5.2762  1.5409  1.2791
H  3.6940  0.7975  1.4431
H  3.5981  0.5054  -0.9836
H  3.3707  1.2777  -2.5108
H  2.2174  1.6773  -1.1998
C  -4.4122  3.1703  -1.2058
C  -3.3428  3.1256  -0.1101
O  -3.1754  1.7591  0.3576
S  -4.1721  1.2287  1.4371
C  -3.6953  2.1730  2.8635
O  -5.4965  1.5975  1.1484
O  -3.8780  -0.1275  1.6795
H  -4.6656  4.2100  -1.4342
H  -5.3089  2.6259  -0.9309
H  -4.0434  2.7335  -2.1381
H  -2.4354  3.5519  -0.5394
H  -3.5939  3.7996  0.7151
H  -2.6017  2.2076  2.8833
H  -3.9974  1.6122  3.7405
H  -4.0956  3.1713  2.7807
C  3.5769  -3.7314  -3.9541
C  3.3500  -2.4817  -4.7615
O  2.1321  -2.5715  -5.4750
S  1.6020  -1.2443  -6.1270
C  1.1005  -0.2820  -4.7276
O  2.6857  -0.5604  -6.7402
O  0.4722  -1.6185  -6.8562
H  2.8854  -3.8753  -3.1149
H  4.5618  -3.6446  -3.4905
H  3.4778  -4.6438  -4.5429
H  3.3646  -1.6021  -4.1151
H  4.1625  -2.3833  -5.4824
H  0.5134  -0.8594  -4.0248
H  0.5763  0.5699  -5.1394
H  2.0248  0.0237  -4.2486
C  -0.9546  1.3200  -2.2574
C  -0.9360  2.3250  -3.3903
O  0.4382  2.7845  -3.3797
H  -1.9476  0.9039  -2.0200
H  -0.5877  1.7433  -1.3193
H  -0.3007  0.4654  -2.4340
H  -1.5549  3.1995  -3.1594
H  -1.1812  1.8938  -4.3520
H  0.5907  3.2719  -2.5563

Results
Maximum force in eV/A: 3.00
Structure (SMILES): CCOS(C)(=O)=O.CCOS(C)(=O)=O.CCOS(C)(=O)=O.CCOS(C)(=O)=O.CCOS(C)(=O)=O.CCOS(C)(=O)=O.CCOS(C)(=O)=O.CCO
Multiplicity: 1
Orbital gap in eV: 10.10
E_LUMO in eV: -0.128
Electronic energy in eV: -145744.822
Relative energy (zero: lowest compared OMol25 entry of this formula, charge and spin) in eV: 0.000

No. 3
ORCA calculation (ωB97M-V/def2-TZVPD) on a structure of composition C28H38N4P2Sn in a non-equilibrium geometry.

Geometry (Å):
Sn  0.0000  0.0000  0.0000
C  -1.2265  1.7791  -0.5398
C  -1.5394  0.7765  -1.4520
C  -1.0169  0.7020  -2.8772
C  0.2620  -0.1595  -3.0156
C  1.2270  -0.0242  -1.8587
C  1.5393  1.1497  -1.1811
C  1.0156  2.5295  -1.5435
C  -0.2626  2.9231  -0.7637
C  1.3715  -1.2010  0.9962
H  -1.8930  1.9032  0.3117
H  -2.4122  0.1658  -1.2330
H  -0.8389  1.7115  -3.2579
H  -1.7960  0.2679  -3.5123
H  -0.0286  -1.2139  -3.0753
H  0.7685  0.0767  -3.9640
H  1.8944  -0.8726  -1.7185
H  2.4122  1.1274  -0.5329
H  0.8363  2.5845  -2.6208
H  1.7947  3.2671  -1.3243
H  0.0287  3.3007  0.2223
H  -0.7702  3.7543  -1.2768
H  1.2798  -1.0924  2.0817
H  2.4029  -0.9698  0.7006
H  1.1659  -2.2500  0.7457
P  1.3406  -1.2268  -8.6499
P  -1.7288  -0.5473  -8.2023
N  2.7590  -0.2235  -8.4737
N  1.9016  -2.5189  -9.6591
N  -1.8357  1.1667  -7.9706
N  -3.3771  -0.9976  -8.5622
C  0.4402  -0.2144  -9.9134
C  -1.0484  -0.5857  -9.9249
C  3.0232  0.4208  -7.2655
C  4.0086  1.3549  -7.4778
C  4.3668  1.2889  -8.8594
C  3.5842  0.3235  -9.4498
C  2.1537  -3.7835  -9.1240
C  2.6670  -4.5820  -10.1136
C  2.7404  -3.7935  -11.3028
C  2.2722  -2.5381  -11.0051
C  -1.7694  1.7185  -6.6898
C  -1.9675  3.0720  -6.7867
C  -2.1658  3.3761  -8.1685
C  -2.0848  2.2016  -8.8740
C  -4.3297  -0.3353  -9.3282
C  -5.3583  -1.2116  -9.5867
C  -5.0303  -2.4608  -8.9754
C  -3.8140  -2.3057  -8.3548
H  0.9150  -0.4028  -10.8833
H  0.5452  0.8514  -9.6914
H  -1.6389  0.1153  -10.5263
H  -1.1692  -1.5823  -10.3591
H  2.4757  0.1431  -6.3768
H  4.4417  2.0004  -6.7264
H  5.1307  1.8710  -9.3571
H  3.5476  -0.0355  -10.4663
H  1.9341  -3.9784  -8.0844
H  2.9512  -5.6194  -10.0060
H  3.0913  -4.1180  -12.2729
H  2.1596  -1.6670  -11.6319
H  -1.5834  1.0781  -5.8401
H  -1.9623  3.7728  -5.9637
H  -2.3402  4.3539  -8.5966
H  -2.1699  2.0152  -9.9334
H  -4.1931  0.6984  -9.6038
H  -6.2608  -0.9786  -10.1357
H  -5.6304  -3.3599  -8.9763
H  -3.2059  -2.9917  -7.7834
C  -1.1519  -0.0529  1.8441
H  -2.1345  0.4530  1.8063
H  -0.5520  0.3864  2.6673
H  -1.3583  -1.1161  2.0847

Results
Maximum force in eV/A: 4.95
Multiplicity: 1
Orbital gap (alpha / beta) in eV: 5.21 / 2.87
Charge: +2
E_LUMO (alpha / beta) in eV: -7.011 / -9.346
Electronic energy in eV: -60000.771
Relative energy (zero: lowest compared OMol25 entry of this formula, charge and spin) in eV: 0.000

No. 4
ORCA calculation (ωB97M-V/def2-TZVPD) on a cluster of 2 separate species, C3F3O2 in total in a non-equilibrium geometry.

Geometry (Å):
C  -0.4842  -0.2376  -0.4518
C  -0.7511  0.8390  1.4760
C  0.7364  -0.4753  -1.1994
O  0.3930  -1.4597  -0.4346
O  1.6277  -0.1848  -1.9610
F  -1.6025  -0.3433  -1.1990
F  -0.0337  -0.0166  2.3582
F  0.1143  1.8784  1.4115

Results
Maximum force in eV/A: 3.09
Multiplicity: 1
Orbital gap in eV: 7.66
Charge: -1
E_LUMO in eV: 4.196
Electronic energy in eV: -15355.429
Relative energy (zero: lowest compared OMol25 entry of this formula, charge and spin) in eV: 3.572

No. 5
ORCA calculation (ωB97M-V/def2-TZVPD) on a cluster of 9 separate species, C23H35F4N5O18 in total in a non-equilibrium geometry.

Geometry (Å):
O  -0.5954  -3.6673  -2.2353
C  -1.5504  -3.2864  -2.9088
O  -2.3425  -4.1521  -3.5903
C  -3.3225  -3.3866  -4.3189
C  -3.2868  -2.0875  -3.6350
F  -4.2321  -1.8398  -2.6606
O  -1.9801  -1.9815  -3.0662
H  -2.8999  -3.2231  -5.3001
H  -4.2004  -4.0110  -4.3480
H  -3.4020  -1.2384  -4.2896
O  1.1322  -3.9851  3.5008
C  -0.0244  -3.6559  3.2824
O  -1.0991  -4.1841  3.8170
C  -2.2840  -3.5238  3.3670
C  -1.7499  -2.3857  2.4732
F  -2.0819  -1.2064  3.0938
O  -0.3526  -2.6329  2.4383
H  -2.8252  -4.1762  2.6989
H  -2.7575  -3.0959  4.2306
H  -2.0829  -2.3011  1.4430
O  -0.5950  -1.5845  -7.7364
C  -0.2130  -0.9419  -6.7610
O  -0.4756  -1.3095  -5.5248
C  0.1924  -0.4793  -4.6227
C  0.7123  0.6057  -5.4623
F  2.0634  0.6996  -5.3448
O  0.4853  0.1865  -6.8196
H  -0.4950  -0.1684  -3.8722
H  1.0557  -1.0194  -4.2313
H  0.3441  1.6138  -5.4709
O  4.2645  -5.5217  2.5141
C  3.9760  -4.9209  1.4743
O  4.8554  -4.6812  0.4598
C  4.1002  -3.9977  -0.5861
C  2.7386  -3.6719  -0.0226
F  1.8056  -4.1148  -0.8875
O  2.7216  -4.3621  1.1841
H  4.6053  -3.0620  -0.8031
H  4.0307  -4.5849  -1.4967
H  2.5631  -2.5984  0.0535
C  3.3068  1.8996  3.5243
N  2.6326  3.0729  4.1827
O  3.3237  3.8800  4.7838
O  1.4223  3.0736  4.1361
H  3.5761  1.2408  4.3482
H  4.1445  2.2987  2.9888
H  2.5813  1.4028  2.9024
C  5.5038  3.5422  0.7715
N  5.8154  3.3298  -0.6920
O  6.7828  2.6601  -1.0047
O  5.0555  3.9016  -1.4562
H  4.4352  3.5132  0.8292
H  5.8544  4.5384  1.0054
H  6.0530  2.7802  1.2941
C  -1.5847  5.1476  3.4825
N  -2.3541  3.8257  3.5819
O  -1.7274  2.7870  3.5782
O  -3.5580  3.9647  3.5701
H  -1.5089  5.3123  2.4136
H  -0.6132  4.9424  3.9218
H  -2.2481  5.8796  3.9170
C  -4.1628  1.1740  1.4077
C  -4.6211  1.6441  0.0423
C  -4.4686  3.2139  -0.1411
C  -2.9968  3.6563  0.0539
N  -1.9195  3.9517  0.2205
H  -4.8382  1.6467  2.1210
H  -3.1264  1.4547  1.5975
H  -4.4212  0.1219  1.5099
H  -5.6787  1.4948  -0.1135
H  -4.0293  1.2098  -0.7660
H  -5.0418  3.7928  0.5886
H  -4.7594  3.4782  -1.1523
C  0.2702  -0.7466  -0.6391
C  0.2628  -0.1744  0.7301
C  0.3014  1.3414  0.7472
C  1.6711  1.8055  0.2953
N  2.7328  2.1081  -0.0104
H  0.1531  -1.8329  -0.6068
H  1.2048  -0.5766  -1.1755
H  -0.5238  -0.3904  -1.3076
H  1.0684  -0.5022  1.3909
H  -0.6529  -0.4997  1.2072
H  0.2677  1.6934  1.7850
H  -0.3832  1.8760  0.1004

Results
Maximum force in eV/A: 4.94
Structure (SMILES): O=C1OC[C@@H](F)O1.O=C1OC[C@@H](F)O1.O=C1OC[C@@H](F)O1.O=C1OC[C@@H](F)O1.C[N+](=O)[O-].C[N+](=O)[O-].C[N+](=O)[O-].CCCC#N.CCCC#N
Multiplicity: 1
Orbital gap in eV: 10.68
E_LUMO in eV: -0.183
Electronic energy in eV: -79584.535

> The lowest electronic energy belongs to which entry?

C23H62O22S7

> The lowest maximum force belongs to which entry?

C23H62O22S7

> Which formula does entry 4 have?

C3F3O2